# 1
This record from the OMol25 dataset describes the molecule C3H5NO2. The level of theory is ωB97M-V with the def2-TZVPD basis set.

Structure (ORCA input):
```
! RIJCOSX wB97M-V def2-TZVPD def2/J DEFGRID3
* xyz 0 1
O 1.02617 -0.76499 -2.08821
C 0.29680 -1.01655 -0.95969
C 0.16399 0.91627 1.66030
N -0.76158 0.50631 0.80547
C -0.55617 0.00787 -0.44153
O -1.16491 -1.09907 -1.03231
H 0.86070 0.16618 -2.30005
H 0.71843 -1.84995 -0.40062
H 1.17759 0.57690 1.48896
H -0.03739 1.78152 2.27656
H -1.72364 0.77552 0.99111
*
```

- HOMO-LUMO gap (alpha / beta) (eV) = 7.55 / 8.05
- E_tot (eV) = -8772.83188

Atomic partial charges in e from the Mulliken method, atoms 1 to 2: number 1, O, carries -0.448; number 2, C, carries 0.410

=====

# 2
This record from the OMol25 dataset describes the molecule C3H5NO2. The level of theory is ωB97M-V with the def2-TZVPD basis set.

Structure (ORCA input):
```
! RIJCOSX wB97M-V def2-TZVPD def2/J DEFGRID3
* xyz 0 1
N 1.81397 -0.23591 -0.17772
C 0.63464 0.33494 -0.62045
O 0.05316 1.47752 0.37000
C -0.60858 0.33180 0.07860
C -1.57627 -0.58893 0.61872
O -1.86062 0.27181 -0.51193
H 1.95545 -0.05903 0.80871
H 2.62767 0.00739 -0.72777
H 0.57194 0.46679 -1.70469
H -1.46453 -1.64018 0.35339
H -2.14683 -0.36620 1.51315
*
```

- SMILES = N[C@@H]1O[C@]12CO2
- HOMO-LUMO gap (eV) = 10.46
- E_tot (eV) = -8774.26730

Atomic partial charges in e from the Mulliken method, atoms 1 to 2: number 1, N, carries -0.501; number 2, C, carries -0.203

=====

# 3
This record from the OMol25 dataset describes a cluster of 2 separate species, C3H5NO2 in total. The level of theory is ωB97M-V with the def2-TZVPD basis set.

Structure (ORCA input):
```
! RIJCOSX wB97M-V def2-TZVPD def2/J DEFGRID3
* xyz 0 1
N -2.43480 -1.08026 -1.05964
C -1.64650 -0.45626 -0.48754
C -0.59877 0.27818 0.24443
O -0.69467 1.65543 -0.00555
C 0.83173 0.01706 -0.28265
O 1.73999 0.67227 0.21778
H -0.69585 0.03715 1.31604
H 0.18636 1.98529 0.25866
H 0.89056 -0.48160 -1.27020
H 1.48402 -1.06838 0.64314
H 0.93792 -1.55888 0.42554
*
```

- SMILES = N#C[C@H](O)C=O.[H][H]
- HOMO-LUMO gap (eV) = 10.68
- E_tot (eV) = -8773.29286

Atomic partial charges in e from the Mulliken method, atoms 1 to 2: number 1, N, carries -0.369; number 2, C, carries 0.108

=====

# 4
This record from the OMol25 dataset describes the molecule C3H5NO2. The level of theory is ωB97M-V with the def2-TZVPD basis set.

Structure (ORCA input):
```
! RIJCOSX wB97M-V def2-TZVPD def2/J DEFGRID3
* xyz 0 1
H 1.47346 0.04373 -1.28121
N 1.52425 -0.40355 -0.34912
C 0.42124 -0.20492 0.19570
C -0.12420 -0.60796 1.53248
O -0.67899 0.55823 -0.48834
C -0.46293 1.01763 -1.72487
O 0.55472 0.89405 -2.36971
H -1.00253 -1.23839 1.36605
H -0.45205 0.29661 2.05117
H 0.58935 -1.14634 2.16491
H -1.31554 1.55333 -2.16970
*
```

- SMILES = [H]/N=C(/C)OC=O
- HOMO-LUMO gap (eV) = 11.00
- E_tot (eV) = -8776.63006

Atomic partial charges in e from the Mulliken method, atoms 1 to 2: number 1, H, carries 0.454; number 2, N, carries -0.667

=====

# 5
This record from the OMol25 dataset describes a structure of composition C3H5NO2. The level of theory is ωB97M-V with the def2-TZVPD basis set.

Structure (ORCA input):
```
! RIJCOSX wB97M-V def2-TZVPD def2/J DEFGRID3
* xyz 0 1
N -1.59187 0.35523 0.01560
C -1.80381 -0.02870 -1.11553
O 0.80738 -0.68039 -0.69241
C 1.42542 0.42770 -0.03173
C 0.67032 -0.56981 0.72649
O -0.55818 -0.32284 1.24711
H -1.92200 1.10248 0.60826
H -1.36844 -0.87014 -1.64495
H 0.94078 1.39228 -0.19251
H 2.51280 0.43707 -0.07876
H 1.21180 -1.35916 1.25845
*
```

- HOMO-LUMO gap (alpha / beta) (eV) = 9.68 / 9.68
- E_tot (eV) = -8771.63185

Atomic partial charges in e from the Mulliken method, atoms 1 to 2: number 1, N, carries -0.054; number 2, C, carries -0.116

=====

# 6
This record from the OMol25 dataset describes the molecule C3H5NO2. The level of theory is ωB97M-V with the def2-TZVPD basis set.

Structure (ORCA input):
```
! RIJCOSX wB97M-V def2-TZVPD def2/J DEFGRID3
* xyz 0 1
N 1.12269 1.44226 -0.54513
C -0.10262 1.32962 0.02326
C -0.46041 -0.30381 0.03507
C -0.63228 -1.08884 1.15316
O 1.06055 -0.56354 -0.60539
O -0.80645 2.20864 0.44127
H 1.15996 -1.20082 -1.34440
H 1.13786 1.55075 -1.55635
H -1.16356 -0.47142 -0.77766
H 0.05345 -1.02617 1.98627
H -1.36919 -1.87666 1.18991
*
```

- HOMO-LUMO gap (alpha / beta) (eV) = 8.13 / 8.96
- E_tot (eV) = -8771.70333

Atomic partial charges in e from the Mulliken method, atoms 1 to 2: number 1, N, carries -0.396; number 2, C, carries 0.438

=====

# 7
This record from the OMol25 dataset describes the molecule C3H5NO2. The level of theory is ωB97M-V with the def2-TZVPD basis set.

Structure (ORCA input):
```
! RIJCOSX wB97M-V def2-TZVPD def2/J DEFGRID3
* xyz 0 1
N 1.51254 -0.61332 -0.49294
C 0.86880 0.57562 -0.34025
O 1.27960 1.61747 -0.81664
C -0.41852 0.58686 0.45078
C -1.56428 -0.28463 0.15662
O -0.72705 -0.52652 1.27598
H 1.27151 -1.42657 0.05044
H 2.43965 -0.55863 -0.88967
H -0.59703 1.58424 0.85686
H -2.57080 0.06802 0.38922
H -1.49441 -1.02254 -0.64041
*
```

- SMILES = NC(=O)[C@H]1CO1
- HOMO-LUMO gap (eV) = 10.99
- E_tot (eV) = -8776.37304

Atomic partial charges in e from the Mulliken method, atoms 1 to 2: number 1, N, carries -0.391; number 2, C, carries 0.288

=====

# 8
This record from the OMol25 dataset describes a cluster of 2 separate species, C3H5NO2 in total. The level of theory is ωB97M-V with the def2-TZVPD basis set.

Structure (ORCA input):
```
! RIJCOSX wB97M-V def2-TZVPD def2/J DEFGRID3
* xyz 0 1
N 1.87814 -1.06987 -0.43581
C 0.71085 -0.57678 -0.32534
C -0.50252 -0.68829 0.78296
O -1.46656 0.15443 0.39667
C -0.69144 1.24017 -0.09140
O 0.35061 0.68054 -0.81644
H 2.53192 -0.33547 -0.71371
H -0.36357 -1.67568 -0.38013
H -0.83300 -1.39199 1.54389
H -1.30764 1.86535 -0.72790
H -0.30680 1.79759 0.76721
*
```

- HOMO-LUMO gap (eV) = 9.21
- E_tot (eV) = -8772.41983

Atomic partial charges in e from the Mulliken method, atoms 1 to 2: number 1, N, carries -0.742; number 2, C, carries 0.645

=====

# 9
This record from the OMol25 dataset describes the molecule C3H5NO2. The level of theory is ωB97M-V with the def2-TZVPD basis set.

Structure (ORCA input):
```
! RIJCOSX wB97M-V def2-TZVPD def2/J DEFGRID3
* xyz 0 1
O -1.15791 1.59324 1.52827
C -1.43002 0.50039 1.08717
C -0.52315 -0.27775 0.16695
N 0.68186 0.47122 -0.09744
C 1.66061 0.10263 -0.90078
O 1.43336 -1.10589 -1.47600
H -2.38353 -0.00804 1.34015
H -0.30009 -1.25172 0.62854
H -1.06566 -0.50466 -0.76316
H 0.76462 1.36796 0.36777
H 2.31991 -0.88738 -1.88147
*
```

- HOMO-LUMO gap (eV) = 9.65
- E_tot (eV) = -8774.79961

Atomic partial charges in e from the Mulliken method, atoms 1 to 2: number 1, O, carries -0.486; number 2, C, carries 0.047

=====

# 10
This record from the OMol25 dataset describes the molecule C3H5NO2. The level of theory is ωB97M-V with the def2-TZVPD basis set.

Structure (ORCA input):
```
! RIJCOSX wB97M-V def2-TZVPD def2/J DEFGRID3
* xyz 0 1
N -0.70076 -1.31242 0.82399
C 0.37909 -0.75382 0.30994
O 1.45645 -1.37847 0.00376
C 0.66012 0.65449 0.03430
C -0.25207 1.33816 -0.90573
O -0.32757 1.59310 0.48312
H -1.45833 -0.69468 1.08448
H -0.71953 -2.27924 1.11282
H 1.89171 -0.29557 -0.15101
H 0.15317 2.14640 -1.51377
H -1.12224 0.83198 -1.33229
*
```

- SMILES = N/C(O)=C1/CO1
- HOMO-LUMO gap (eV) = 9.06
- E_tot (eV) = -8773.45409

Atomic partial charges in e from the Mulliken method, atoms 1 to 2: number 1, N, carries -0.379; number 2, C, carries 0.441

=====

Taking the records one at a time from the top gives ΔE to the lowest compared entry with this formula, charge and spin values of 469.19 330.69 424.71 102.72 584.98 578.08 127.52 508.95 279.33 409.16 kJ/mol.